# 1
{"formula": "C6H8N", "method": "ωB97M-V/def2-TZVPD", "total_charge": 1, "total_energy_ev": -7826.9186, "spin_multiplicity": 1, "lumo_ev": -5.25, "e_homo_ev": -13.6, "de_lowest_ev": 8.7697, "symbols": ["C", "C", "C", "C", "C", "C", "N", "H", "H", "H", "H", "H", "H", "H", "H"], "positions_angstrom": [[-2.213233, 0.773128, 0.011718], [-0.289110, 1.414884, 0.089525], [1.795747, 0.265069, 0.671467], [1.573393, 0.319931, -0.796530], [-0.497811, -0.972853, 0.143898], [-1.959989, -0.510152, -0.119562], [0.383354, 0.210627, 0.104081], [-2.984522, 1.439149, -0.069872], [2.031758, -0.694033, 1.085665], [1.925811, 1.160422, 1.082315], [1.822143, 1.353949, -1.323129], [1.882417, -0.439133, -1.375615], [-0.405789, -1.399593, 1.135950], [-0.263617, -1.741303, -0.433831], [-2.800553, -1.180095, -0.206080]], "forces_ev_per_a": [[7.21, -0.39, -0.17], [-4.00, 1.18, 0.18], [-1.20, -3.10, -3.13], [1.87, 5.07, 1.14], [-2.86, 1.62, 2.56], [0.76, 0.38, 1.06], [-1.78, -0.45, -0.98], [-1.75, 1.47, -0.12], [0.36, -0.04, 0.48], [0.87, 3.21, 2.28], [-1.26, -2.18, 1.37], [0.13, -3.17, -1.81], [-0.25, 0.14, 0.50], [1.64, -2.99, -3.21], [0.26, -0.76, -0.15]]}

# 2
{"formula": "C6H8N", "method": "ωB97M-V/def2-TZVPD", "total_charge": 1, "total_energy_ev": -7825.6711, "spin_multiplicity": 1, "lumo_ev": [-6.41, -6.07], "e_homo_ev": [-13.3, -14.2], "de_lowest_ev": 10.0173, "symbols": ["C", "C", "C", "C", "C", "C", "N", "H", "H", "H", "H", "H", "H", "H", "H"], "positions_angstrom": [[0.265483, -2.315233, -0.212990], [1.046842, -0.981998, -0.405762], [-2.728449, -0.174700, 0.074219], [-0.254830, -1.043179, -0.269984], [2.156440, 0.889363, 0.680385], [2.313486, -0.261303, -0.383054], [-3.887560, 0.156528, -0.426741], [-2.412074, 0.224545, 1.063903], [1.579667, 1.669477, 0.285587], [3.151804, 1.157614, 0.798484], [1.851004, 0.768754, 1.753163], [3.081263, -0.859874, -0.063112], [2.479605, 0.046347, -1.431458], [-4.056949, -0.067076, -1.400159], [-4.585736, 0.790732, -0.062479]], "forces_ev_per_a": [[-0.28, 2.34, -0.22], [-0.58, 0.01, 0.76], [0.11, 0.97, 0.25], [-0.65, -2.15, -0.33], [-0.12, -0.97, 0.29], [-2.76, 0.91, 0.05], [2.17, -0.55, -0.35], [-0.87, -0.31, -0.51], [-0.65, 1.24, -0.60], [1.85, 1.29, 0.09], [-0.23, -1.11, -1.22], [1.89, -1.82, 0.47], [0.21, 0.43, 0.61], [-0.12, -0.39, -0.05], [0.04, 0.12, 0.76]]}

# 3
{"formula": "C6H8N", "method": "ωB97M-V/def2-TZVPD", "total_charge": 1, "total_energy_ev": -7828.0775, "spin_multiplicity": 1, "lumo_ev": -4.02, "e_homo_ev": -14.3, "de_lowest_ev": 7.6109, "symbols": ["C", "C", "C", "C", "C", "C", "N", "H", "H", "H", "H", "H", "H", "H", "H"], "positions_angstrom": [[2.390481, 0.717668, -0.054460], [1.704360, 1.772269, 0.090953], [2.921195, -0.635603, -0.353787], [1.752598, -1.232543, -0.027775], [0.950744, 0.228257, 0.412144], [-1.471380, 0.788814, 0.290882], [-0.237818, 0.344895, -0.444446], [3.878312, -0.853109, -0.713698], [1.373956, -2.217950, 0.036150], [0.629864, 0.085503, 1.485863], [-1.814149, 0.276660, 1.262197], [-1.286246, 1.772113, 0.724158], [-2.319489, 0.891194, -0.358475], [0.157120, 1.061686, -1.029468], [-0.460425, -0.571922, -0.966473]], "forces_ev_per_a": [[2.01, -0.30, -1.16], [0.27, 0.07, 0.53], [-2.78, 1.28, 1.02], [0.93, 3.46, 0.22], [-0.64, -4.57, 2.23], [-0.59, 1.05, 2.06], [-1.66, -2.33, 0.11], [1.11, -0.68, -0.33], [-0.38, -0.81, 0.10], [0.67, 0.65, -1.15], [1.13, -0.46, -1.88], [0.38, 0.25, -0.53], [-0.15, -0.24, -0.56], [-0.89, 0.74, -1.42], [0.58, 1.88, 0.75]]}

# 4
{"formula": "C6H8N", "method": "ωB97M-V/def2-TZVPD", "total_charge": 1, "total_energy_ev": -7824.2767, "s_squared": 2.0039, "spin_multiplicity": 3, "lumo_ev": [-2.64, -8.04], "e_homo_ev": [-11.4, -16.6], "de_lowest_ev": 5.7240, "symbols": ["C", "C", "C", "C", "C", "C", "N", "H", "H", "H", "H", "H", "H", "H", "H"], "positions_angstrom": [[1.791736, -0.581365, 0.233531], [-1.156200, 0.739372, 0.816996], [0.085624, 0.427145, 1.558330], [0.319700, -0.768403, 0.646257], [0.989086, 0.643935, 0.299607], [-0.764376, -0.293896, -1.857516], [-0.323739, 0.117743, -0.269132], [2.432645, -0.806604, 0.975477], [2.077718, -1.246801, -0.627406], [-1.987990, 0.129897, 1.199092], [-1.354189, 1.813135, 0.686998], [0.337831, 0.608910, 2.641692], [0.054843, -0.600402, -2.413346], [-1.613978, -0.865138, -1.539530], [-0.888710, 0.682470, -2.351050]], "forces_ev_per_a": [[-1.53, -2.16, -2.50], [-0.73, 0.88, 0.17], [2.00, 0.17, 2.03], [-0.51, -5.01, 2.38], [1.33, 4.62, -0.91], [-0.06, 3.36, 3.64], [-1.79, 0.13, -4.57], [2.07, -0.18, 2.80], [-0.47, 1.56, 0.16], [-0.10, 0.30, -0.75], [-0.30, -0.49, -0.24], [-0.11, -0.45, -1.46], [1.59, -1.97, -0.31], [-0.33, -0.54, -1.09], [-1.07, -0.20, 0.63]]}

# 5
{"formula": "C6H8N2", "method": "ωB97M-V/def2-TZVPD", "total_charge": 0, "total_energy_ev": -9326.4456, "spin_multiplicity": 1, "lumo_ev": 0.89, "e_homo_ev": -9.3, "de_lowest_ev": 5.2620, "symbols": ["C", "C", "C", "C", "C", "C", "H", "H", "H", "H", "H", "H", "H", "H", "N", "N"], "positions_angstrom": [[1.568693, 0.096797, -0.664324], [0.548273, 0.571705, -1.677364], [-0.765817, 0.746600, -1.285283], [-0.834415, 0.494353, 0.275491], [0.217884, -0.914748, 1.755362], [0.439006, -0.306167, 0.360398], [2.330776, 0.820541, -0.263271], [1.997371, -1.182319, -0.862536], [0.854033, 0.972451, -2.680996], [-1.541910, 1.162177, -1.953969], [-0.728523, 1.415376, 0.826405], [-2.756199, -0.088496, 1.036408], [1.115959, -1.084701, 2.539816], [0.305923, -1.213790, -0.159762], [-1.784701, -0.575177, 0.746184], [-0.966351, -0.914601, 2.007443]], "forces_ev_per_a": [[-0.32, -3.06, 1.80], [-1.25, 1.78, -1.63], [2.32, 0.09, 0.87], [-0.06, -1.66, -4.13], [6.70, 2.11, 0.13], [0.95, -1.07, 1.22], [-0.53, -0.78, -0.95], [-0.33, 4.51, -0.05], [-0.18, -0.86, 0.87], [0.53, -0.32, 0.60], [-0.62, 0.37, 0.50], [3.00, -1.63, -0.16], [-2.55, -0.04, -1.65], [-1.66, -1.18, -0.78], [-0.10, 3.13, 2.11], [-5.88, -1.39, 1.23]]}

# 6
{"formula": "C6H8N2", "method": "ωB97M-V/def2-TZVPD", "total_charge": 0, "total_energy_ev": -9325.6056, "spin_multiplicity": 1, "lumo_ev": [0.97, 0.97], "e_homo_ev": [-5.5, -5.5], "de_lowest_ev": 6.1020, "symbols": ["C", "C", "C", "C", "C", "C", "N", "N", "H", "H", "H", "H", "H", "H", "H", "H"], "positions_angstrom": [[-0.588671, -0.022056, -0.661954], [-0.114159, -0.603155, 0.523369], [0.456799, 1.035209, -0.850261], [0.296199, 1.808465, 0.444682], [0.595671, 0.519067, 1.217150], [1.519715, 0.413338, 0.049089], [-1.439029, -0.512712, -1.607714], [-0.396302, -1.824459, 1.122723], [0.629802, 1.482857, -1.823452], [0.716324, 2.787664, 0.645678], [0.889674, 0.408800, 2.254417], [2.557705, 0.126855, -0.074426], [-1.408140, -0.089899, -2.522268], [-2.035556, -1.290079, -1.364908], [-0.943294, -2.472798, 0.575527], [-0.736738, -1.767097, 2.072347]], "forces_ev_per_a": [[0.29, -1.89, 1.43], [-3.92, 0.60, -0.63], [0.63, 0.13, 0.97], [0.71, -0.41, -0.31], [1.47, -0.97, -1.01], [0.54, 2.01, -0.29], [0.13, 0.01, -0.21], [-0.05, -0.16, 0.29], [0.12, 0.02, 0.10], [-0.11, -0.07, 0.14], [0.13, 0.12, -0.09], [0.38, 0.69, 0.05], [-0.33, -0.55, 0.11], [-0.04, 0.43, -0.52], [0.12, 0.07, -0.02], [-0.07, -0.01, -0.02]]}

# 7
{"formula": "C6H8N2", "method": "ωB97M-V/def2-TZVPD", "total_charge": 0, "total_energy_ev": -9324.8871, "spin_multiplicity": 1, "lumo_ev": 0.92, "smiles": "C1=CN2C[C@@H]2C=NC1", "e_homo_ev": -8.3, "de_lowest_ev": 6.8204, "symbols": ["C", "C", "N", "C", "C", "C", "N", "C", "H", "H", "H", "H", "H", "H", "H", "H"], "positions_angstrom": [[0.405238, -1.394017, -0.756527], [0.842689, -0.109496, -1.021588], [1.155887, 0.483924, 0.264355], [1.236165, 1.824575, 0.852629], [-0.147447, 1.221645, 0.610138], [-0.936813, 0.014580, 0.964833], [-1.451453, -0.428340, -0.105616], [-1.110171, -1.651147, -0.822950], [0.745564, -1.725831, 0.256286], [0.589359, 0.535473, -1.858322], [1.452732, 2.734747, 0.244180], [1.764463, 1.801808, 1.799820], [-0.668925, 1.679137, -0.233426], [-0.649411, -0.648287, 1.799765], [-1.580985, -1.690821, -1.846142], [-1.321800, -2.512148, -0.232536]], "forces_ev_per_a": [[-0.03, 1.15, 0.37], [0.79, -0.68, 1.59], [-0.13, 0.30, -1.19], [-0.45, -0.11, -0.73], [0.45, 0.48, 0.32], [-0.09, -0.78, 0.81], [-0.59, 0.69, -0.97], [0.06, 0.14, -0.77], [-0.05, 0.23, -1.13], [-0.10, -0.20, -0.03], [-0.24, -0.77, 0.33], [-0.23, 0.01, 0.03], [0.42, 0.09, 0.05], [0.13, 0.46, 0.02], [0.35, 0.15, 1.24], [-0.28, -1.16, 0.06]]}

# 8
{"formula": "C6H8N2", "method": "ωB97M-V/def2-TZVPD", "total_charge": 0, "total_energy_ev": -9324.4215, "spin_multiplicity": 1, "lumo_ev": 0.56, "smiles": "[H]/N=C\\N1CC(C#C)C1", "e_homo_ev": -8.6, "de_lowest_ev": 7.2861, "symbols": ["H", "N", "C", "N", "C", "C", "C", "C", "C", "H", "H", "H", "H", "H", "H", "H"], "positions_angstrom": [[-2.082587, 2.125106, 0.342504], [-2.761363, 1.209260, -0.090151], [-2.161670, 0.104621, -0.400179], [-0.926823, -0.390335, -0.015247], [-0.042151, -1.435418, -0.620123], [1.227132, -0.709427, 0.274986], [2.103998, 0.230811, -0.129795], [2.548710, 1.381354, -0.633172], [0.096133, 0.017799, 0.945836], [-2.675009, -0.583936, -1.038335], [-0.262597, -2.480914, -0.406376], [0.180783, -1.292610, -1.684283], [1.499040, -1.730122, 0.948851], [2.960609, 2.583342, -0.656355], [0.087364, -0.320763, 2.050902], [0.208431, 1.291231, 1.110943]], "forces_ev_per_a": [[-2.15, -4.10, -1.14], [2.66, 2.31, 0.47], [0.85, 1.60, 1.39], [0.90, -0.81, 0.53], [1.38, 2.52, -0.69], [-3.70, -7.05, 2.19], [5.66, 9.96, -5.49], [-1.33, -3.55, 3.50], [-1.15, 4.26, 3.18], [-0.50, -0.48, -0.32], [0.09, 0.16, 0.38], [-0.47, -0.09, 0.10], [0.38, 3.23, -1.56], [-1.37, -4.47, -0.07], [-1.10, 0.19, -1.59], [-0.17, -3.68, -0.89]]}

# 9
{"formula": "C6H8N2", "method": "ωB97M-V/def2-TZVPD", "total_charge": 0, "total_energy_ev": -9326.3722, "spin_multiplicity": 1, "lumo_ev": 0.39, "e_homo_ev": -9.0, "de_lowest_ev": 5.3354, "symbols": ["C", "C", "C", "C", "C", "C", "H", "H", "H", "H", "H", "H", "H", "H", "N", "N"], "positions_angstrom": [[2.286099, -0.505309, -0.153227], [1.104226, 0.078152, 0.028365], [0.906979, 1.563464, 0.235692], [-1.797601, 0.287119, 0.269151], [-1.235450, -1.079977, 0.232555], [-0.126150, -0.370852, -0.637365], [2.531266, -1.621441, -0.266182], [3.013405, 0.167588, 0.077703], [1.741977, 1.980686, 0.851577], [-1.771565, 0.947089, 1.298418], [-2.852293, 0.197684, -0.053957], [-1.959537, -1.791818, -0.509853], [-0.882826, -1.824321, 1.171025], [0.349200, -0.878827, -1.467052], [-0.274195, 1.935021, -0.210848], [-1.033534, 0.915741, -0.865995]], "forces_ev_per_a": [[-1.08, -2.40, 1.07], [-0.20, 1.24, -1.51], [-1.67, -2.25, -0.59], [-4.26, 2.58, 2.60], [0.92, -3.92, -1.34], [-0.44, -1.68, -0.23], [-0.64, 1.99, -0.27], [2.88, 1.12, 0.67], [-1.43, 1.02, -0.82], [0.14, -1.75, -2.63], [0.23, 0.63, 0.57], [2.11, 1.84, 2.13], [-0.97, 2.59, -2.41], [-1.29, -0.21, -0.84], [2.71, 1.60, 1.07], [3.00, -2.39, 2.52]]}

# 10
{"formula": "C6H8N2", "method": "ωB97M-V/def2-TZVPD", "total_charge": 0, "total_energy_ev": -9330.2294, "spin_multiplicity": 1, "lumo_ev": 0.97, "smiles": "c1[nH]cc2c1CNC2", "e_homo_ev": -8.5, "de_lowest_ev": 1.4782, "symbols": ["C", "N", "C", "C", "C", "C", "N", "C", "H", "H", "H", "H", "H", "H", "H", "H"], "positions_angstrom": [[-1.345987, 1.117337, 0.004734], [-2.214755, 0.048563, -0.071525], [-1.406310, -1.111238, -0.017665], [-0.135304, -0.738851, 0.013086], [-0.115671, 0.692147, 0.054044], [1.360449, 1.195124, 0.083764], [2.226418, -0.046091, -0.127973], [1.291369, -1.196246, 0.110882], [-1.609890, 2.241696, -0.031899], [-3.281643, -0.007799, 0.107956], [-1.753083, -2.156400, -0.207971], [1.686759, 1.649382, 1.082174], [1.490334, 2.008076, -0.690470], [2.386186, 0.024584, -1.107733], [1.620297, -2.046797, -0.399881], [1.488117, -1.479685, 1.151237]], "forces_ev_per_a": [[-3.03, 4.24, -0.07], [-1.84, -1.51, 0.51], [-1.92, -1.75, -0.83], [2.20, 1.52, 0.03], [4.32, -1.27, 0.19], [-0.39, 0.82, 0.98], [-2.22, 1.12, 0.01], [0.49, 0.49, 1.85], [-0.23, -2.30, 0.14], [2.92, 0.56, -0.55], [-0.24, 1.33, 0.48], [-0.80, -0.53, -1.21], [0.30, -1.06, 0.68], [0.42, -0.50, -0.98], [0.22, -1.20, -1.37], [-0.22, 0.02, 0.14]]}

# 11
{"formula": "C6H8N2", "method": "ωB97M-V/def2-TZVPD", "total_charge": 0, "total_energy_ev": -9326.2006, "spin_multiplicity": 1, "lumo_ev": 0.94, "e_homo_ev": -8.8, "de_lowest_ev": 5.5069, "symbols": ["C", "C", "C", "C", "N", "N", "C", "C", "H", "H", "H", "H", "H", "H", "H", "H"], "positions_angstrom": [[-0.790697, 0.421421, 0.194113], [-1.907052, -0.477934, 0.590358], [0.470704, -0.056608, -0.456328], [1.845446, 1.606295, 0.612157], [1.293385, 0.463454, 0.642358], [-0.115127, 0.647609, -1.517141], [0.643238, -1.484679, -0.624713], [0.825334, -2.658723, -0.779998], [-0.893923, 1.455438, 0.510799], [0.189048, 1.621932, -1.527264], [-2.799888, -0.221252, 0.000926], [-2.149764, -0.356231, 1.648565], [-1.693728, -1.527587, 0.398696], [1.775853, 2.319706, -0.218001], [2.402529, 1.944983, 1.479632], [0.904641, -3.697824, -0.954161]], "forces_ev_per_a": [[-1.13, -0.30, -2.82], [-0.82, 0.00, -1.17], [-0.23, 1.11, 3.64], [-0.28, -0.28, -0.32], [2.74, 0.10, -0.76], [-1.32, -0.03, 0.88], [0.35, -0.23, -0.14], [-0.31, 0.46, -0.01], [0.75, -0.37, 0.19], [-0.08, -0.05, 0.20], [-0.02, -0.12, 0.34], [0.17, 0.17, -0.08], [0.14, 0.02, 0.03], [0.01, -0.18, -0.09], [-0.11, -0.05, 0.10], [0.13, -0.26, 0.01]]}

# 12
{"formula": "C6H8N2", "method": "ωB97M-V/def2-TZVPD", "total_charge": 0, "total_energy_ev": -9327.7261, "spin_multiplicity": 1, "lumo_ev": 0.20, "e_homo_ev": -8.7, "de_lowest_ev": 3.9815, "symbols": ["C", "C", "C", "C", "C", "C", "N", "N", "H", "H", "H", "H", "H", "H", "H", "H"], "positions_angstrom": [[3.422431, -0.380298, -0.060819], [-0.957550, 0.638488, 0.525242], [-2.071085, -1.655512, 0.013595], [0.216511, 1.403052, -0.035958], [-1.343619, -0.597669, -0.306269], [2.351895, 0.546158, 0.117885], [4.390944, -0.995841, 0.128902], [1.194864, 0.425682, -0.356765], [-0.824778, 0.391712, 1.566201], [-1.957454, 1.124451, 0.538422], [-2.337911, -2.504540, -0.729838], [-2.432056, -1.767166, 1.115058], [-0.086850, 1.949381, -0.966354], [0.794561, 2.220054, 0.606821], [-1.023106, -0.484750, -1.360080], [0.663207, -0.313202, -0.796037]], "forces_ev_per_a": [[-0.02, -0.51, 0.55], [-2.41, -0.56, 0.47], [-0.84, -1.45, 1.26], [-0.14, 3.30, 0.25], [0.68, 0.49, -0.98], [2.74, 0.20, 0.42], [-0.61, 0.30, -0.48], [-1.08, -0.14, -0.35], [0.40, -0.38, 0.39], [0.93, 0.77, -0.12], [0.50, 1.77, 1.41], [0.59, 0.01, -2.12], [0.18, -0.50, 0.52], [-1.73, -1.89, -0.93], [-0.42, -0.27, 0.30], [1.23, -1.14, -0.59]]}